[1]
{"formula": "C4H3NO", "method": "ωB97M-V/def2-TZVPD", "orbital_gap_ev": 8.98, "largest_force_ev_per_a": 5.58, "smiles": "O=C1C=CN=C1", "multiplicity": 1, "e_above_lowest_kcal_mol": 44.0, "species": ["C", "C", "C", "C", "H", "H", "H", "N", "O"], "coordinates": [[0.865, -0.313, 0.296], [-0.437, -1.013, 0.495], [-1.221, -0.148, -0.180], [0.541, 1.094, -0.304], [-0.380, -2.008, 0.620], [-2.221, 0.151, -0.276], [1.509, 1.854, -0.263], [-0.614, 1.110, -0.804], [1.959, -0.727, 0.415]], "forces_ev_per_a": [[-1.128, 1.158, -0.059], [0.502, 4.742, -2.894], [-0.081, 1.191, -0.024], [3.636, 0.559, 0.680], [-0.771, -3.233, 1.168], [-1.896, -1.455, -0.015], [-2.978, -1.574, -0.734], [0.615, -0.618, 1.454], [2.100, -0.771, 0.424]]}

=====

[2]
{"formula": "C10H19N2", "method": "ωB97M-V/def2-TZVPD", "orbital_gap_ev": [5.73, 7.71], "largest_force_ev_per_a": 6.32, "multiplicity": 3, "e_above_lowest_kcal_mol": 80.3, "total_charge": 1, "species": ["C", "C", "C", "C", "C", "C", "C", "C", "C", "C", "N", "N", "H", "H", "H", "H", "H", "H", "H", "H", "H", "H", "H", "H", "H", "H", "H", "H", "H", "H", "H"], "coordinates": [[1.926, -1.105, -0.208], [-2.971, -0.732, 0.005], [-2.437, -0.128, -1.298], [-2.378, -0.242, 1.327], [1.711, 1.868, -0.517], [1.538, 1.548, 0.956], [-0.880, 0.022, -1.359], [-0.871, -0.062, 1.274], [0.968, 0.612, -0.034], [3.408, -0.868, -0.165], [1.108, -2.017, -0.159], [-0.430, 0.527, -0.039], [-4.075, -0.713, 0.182], [-2.797, -1.720, 0.078], [-2.882, -0.744, -2.010], [-2.693, 0.878, -1.637], [-2.715, 0.792, 1.625], [-2.739, -0.920, 2.020], [1.083, 2.582, -1.075], [2.712, 1.812, -1.073], [2.472, 1.440, 1.481], [0.942, 2.330, 1.368], [-0.489, -1.023, -1.480], [-0.444, 0.670, -2.034], [-0.358, 0.513, 2.105], [-0.445, -0.994, 1.226], [3.596, 0.100, -0.365], [3.761, -1.729, -0.785], [3.635, -1.149, 0.828], [1.499, -2.964, -0.106], [-0.755, 1.415, -0.132]], "forces_ev_per_a": [[0.577, 5.806, -2.434], [-1.009, 3.564, 1.170], [0.946, 1.864, 0.498], [0.367, 4.053, -1.247], [0.465, -1.318, -2.311], [0.921, 1.528, -0.797], [-2.199, -5.407, 1.595], [-0.806, 0.437, 0.475], [4.424, 0.151, 1.268], [-2.375, -4.679, 0.656], [-0.720, -3.749, 0.021], [0.342, -2.428, 0.072], [0.704, 0.529, -0.865], [0.959, -3.722, -0.710], [0.112, -1.098, -1.860], [-1.276, 0.178, 0.900], [-0.479, -1.013, -0.352], [-0.053, -1.157, 1.930], [0.118, -0.093, 0.787], [-1.511, -0.297, 1.181], [0.009, -0.649, 0.170], [-0.827, 0.043, 0.907], [0.245, 1.098, 0.089], [0.412, 1.259, -1.748], [-0.991, -0.515, -1.120], [1.319, -2.349, 0.194], [1.309, 2.881, -1.123], [0.396, 1.363, -0.045], [1.259, 0.062, 1.485], [-1.335, -0.258, 0.764], [-1.303, 3.913, 0.451]]}

=====

[3]
{"formula": "CH6N", "method": "ωB97M-V/def2-TZVPD", "orbital_gap_ev": 15.01, "largest_force_ev_per_a": 4.09, "smiles": "C[NH3+]", "multiplicity": 1, "e_above_lowest_kcal_mol": 11.8, "total_charge": 1, "species": ["C", "N", "H", "H", "H", "H", "H", "H"], "coordinates": [[0.781, 0.004, -0.007], [-0.700, -0.026, -0.032], [1.212, -0.599, 0.866], [1.122, -0.247, -1.056], [1.010, 1.033, 0.143], [-1.208, 0.263, -0.877], [-1.121, 0.549, 0.625], [-1.095, -0.975, 0.338]], "forces_ev_per_a": [[0.994, -0.458, -0.713], [-1.680, -3.711, 0.383], [-0.804, 0.625, -1.634], [-0.072, -0.228, 1.567], [0.546, 0.733, 0.178], [0.672, -0.557, -0.382], [-0.517, 2.024, 2.112], [0.861, 1.573, -1.511]]}

=====

[4]
{"formula": "C2H6O3S2", "method": "ωB97M-V/def2-TZVPD", "orbital_gap_ev": 8.79, "largest_force_ev_per_a": 4.46, "multiplicity": 1, "e_above_lowest_kcal_mol": 33.9, "species": ["C", "C", "O", "O", "O", "S", "S", "H", "H", "H", "H", "H", "H"], "coordinates": [[-0.830, 1.109, -1.279], [-0.886, -1.175, 1.215], [0.115, -0.215, 0.979], [3.501, 0.627, 0.462], [2.105, -0.436, -1.178], [-0.481, 1.310, 0.513], [2.539, -0.378, 0.194], [0.034, 0.833, -1.738], [-1.277, 2.152, -1.543], [-1.580, 0.336, -1.207], [-0.306, -2.099, 1.088], [-1.289, -1.005, 2.167], [-1.643, -1.059, 0.326]], "forces_ev_per_a": [[-2.809, 2.032, 2.814], [-0.048, -0.223, -3.582], [-0.049, 2.049, -0.552], [0.660, 0.809, 0.681], [-0.209, -0.256, 0.372], [0.647, 0.015, 0.382], [-0.036, -0.687, -1.195], [2.218, -0.537, -1.717], [0.818, -2.023, 0.167], [-0.366, -0.062, -1.068], [-0.784, -0.216, 0.400], [-0.957, -0.172, 1.289], [0.916, -0.730, 2.010]]}

=====

[5]
{"formula": "C33H21Br2F9GeMoNO2", "method": "ωB97M-V/def2-TZVPD", "orbital_gap_ev": 5.91, "largest_force_ev_per_a": 0.68, "multiplicity": 1, "e_above_lowest_kcal_mol": 34.9, "total_charge": -1, "species": ["Mo", "C", "C", "C", "C", "C", "C", "Br", "C", "C", "Br", "C", "O", "C", "N", "H", "H", "H", "H", "H", "H", "C", "Ge", "C", "C", "C", "C", "C", "C", "C", "C", "C", "C", "C", "C", "C", "C", "C", "C", "C", "C", "H", "H", "H", "H", "H", "H", "H", "H", "H", "H", "H", "H", "H", "H", "H", "F", "C", "F", "F", "C", "O", "C", "F", "F", "F", "C", "F", "F", "F"], "coordinates": [[0.630, 0.566, -0.799], [-1.440, -0.712, -3.142], [-0.784, 0.537, -3.636], [-1.044, 1.046, -4.920], [-0.413, 2.189, -5.352], [0.483, 2.860, -4.489], [1.182, 4.046, -4.805], [0.979, 4.852, -6.516], [2.014, 4.637, -3.886], [2.177, 4.077, -2.622], [3.316, 4.943, -1.380], [1.527, 2.906, -2.225], [1.650, 2.377, -1.049], [0.683, 2.300, -3.212], [0.060, 1.151, -2.818], [-2.183, -1.070, -3.854], [-1.904, -0.526, -2.171], [-0.686, -1.486, -2.993], [-1.738, 0.517, -5.557], [-0.591, 2.584, -6.341], [2.547, 5.546, -4.127], [-0.883, 0.757, 0.065], [-1.184, 0.151, 1.835], [0.549, 0.669, 2.603], [0.801, 1.316, 3.801], [2.073, 1.799, 4.088], [3.102, 1.649, 3.172], [2.871, 1.004, 1.961], [1.597, 0.535, 1.683], [-2.655, 0.971, 2.859], [-3.380, 2.042, 2.351], [-4.393, 2.633, 3.093], [-4.690, 2.159, 4.363], [-3.976, 1.089, 4.883], [-2.970, 0.501, 4.132], [-1.396, -1.796, 2.004], [-2.471, -2.444, 1.400], [-2.588, -3.824, 1.447], [-1.627, -4.581, 2.103], [-0.555, -3.950, 2.713], [-0.445, -2.568, 2.662], [-0.001, 1.463, 4.516], [2.256, 2.307, 5.028], [4.087, 2.039, 3.396], [3.666, 0.890, 1.237], [1.436, -0.205, 0.839], [-3.141, 2.419, 1.361], [-4.949, 3.467, 2.681], [-5.479, 2.619, 4.946], [-4.206, 0.711, 5.872], [-2.429, -0.348, 4.539], [-3.222, -1.864, 0.874], [-3.426, -4.312, 0.962], [-1.711, -5.660, 2.133], [0.204, -4.534, 3.219], [0.409, -2.085, 3.125], [4.236, -2.032, -2.718], [3.040, -2.627, -2.832], [3.260, -3.948, -2.979], [2.489, -2.193, -3.966], [2.139, -2.289, -1.603], [1.696, -1.036, -1.731], [0.952, -3.301, -1.568], [1.293, -4.514, -1.096], [-0.031, -2.829, -0.801], [0.436, -3.490, -2.795], [2.992, -2.487, -0.306], [3.761, -1.418, -0.084], [3.801, -3.560, -0.345], [2.202, -2.634, 0.772]], "forces_ev_per_a": [[-0.270, 0.580, 0.246], [-0.011, 0.027, -0.020], [0.216, -0.060, 0.475], [0.276, 0.569, -0.251], [-0.179, -0.425, 0.257], [-0.037, -0.013, -0.084], [0.235, 0.212, 0.197], [0.011, 0.017, 0.003], [-0.237, -0.081, -0.439], [-0.046, -0.291, 0.368], [-0.049, -0.050, -0.039], [0.335, 0.358, 0.242], [0.032, 0.082, -0.269], [-0.190, -0.094, -0.155], [-0.130, -0.217, -0.168], [-0.004, -0.007, -0.014], [0.003, -0.006, -0.045], [-0.058, 0.086, -0.015], [-0.010, 0.013, -0.046], [-0.026, -0.007, -0.031], [-0.017, 0.014, -0.056], [0.150, -0.392, -0.128], [-0.122, -0.037, 0.166], [-0.010, -0.034, -0.210], [-0.094, -0.003, 0.076], [0.069, 0.046, 0.053], [0.020, -0.007, -0.036], [-0.053, 0.009, 0.004], [-0.011, -0.172, -0.206], [0.194, -0.068, -0.136], [0.035, 0.069, -0.102], [-0.049, 0.042, 0.018], [-0.031, 0.023, -0.004], [-0.055, 0.011, 0.072], [0.053, -0.122, 0.025], [0.011, 0.176, 0.032], [-0.066, 0.001, -0.036], [-0.054, -0.044, -0.018], [-0.034, -0.064, -0.014], [0.041, -0.089, 0.019], [0.109, 0.097, 0.049], [-0.007, 0.003, -0.007], [0.008, 0.000, 0.000], [0.014, 0.005, -0.007], [0.011, -0.017, 0.002], [0.087, 0.054, 0.199], [0.001, 0.005, -0.001], [-0.006, 0.003, 0.004], [-0.001, 0.006, -0.002], [-0.002, 0.002, -0.003], [-0.001, 0.003, 0.006], [-0.002, 0.001, -0.013], [0.005, -0.006, 0.005], [-0.005, -0.010, -0.005], [0.000, -0.007, 0.000], [0.002, -0.002, -0.001], [0.042, -0.001, 0.008], [0.018, -0.013, -0.082], [0.023, -0.002, 0.023], [-0.026, 0.030, 0.004], [0.015, 0.032, -0.056], [-0.062, -0.169, -0.050], [-0.123, -0.049, 0.233], [0.027, 0.035, -0.020], [0.019, -0.056, 0.005], [0.037, -0.027, -0.077], [-0.030, -0.024, 0.215], [0.005, 0.016, -0.036], [0.001, -0.003, -0.054], [0.002, 0.044, -0.065]]}

=====

[6]
{"formula": "C12H12BN9OPtS", "method": "ωB97M-V/def2-TZVPD", "orbital_gap_ev": [7.16, 6.58], "largest_force_ev_per_a": 0.08, "multiplicity": 2, "e_above_lowest_kcal_mol": 0.0, "total_charge": 1, "species": ["Pt", "C", "C", "N", "N", "C", "B", "N", "C", "C", "C", "N", "N", "C", "C", "C", "N", "N", "C", "C", "C", "N", "H", "H", "H", "H", "H", "H", "H", "H", "H", "H", "H", "H", "O", "S", "N"], "coordinates": [[-1.436, -1.587, -1.561], [-1.449, -1.839, 2.643], [-1.862, -2.377, 1.433], [-1.233, -1.736, 0.447], [-0.456, -0.768, 0.973], [-0.562, -0.830, 2.308], [0.469, 0.153, 0.088], [1.305, -0.791, -0.811], [2.618, -0.940, -1.048], [2.783, -1.896, -2.033], [1.498, -2.303, -2.364], [0.617, -1.629, -1.625], [-0.408, 1.017, -0.893], [-0.388, 2.330, -1.171], [-1.272, 2.589, -2.202], [-1.813, 1.355, -2.534], [-1.271, 0.428, -1.747], [1.256, 1.049, 0.991], [0.773, 2.068, 1.762], [1.736, 2.395, 2.675], [2.794, 1.500, 2.401], [2.498, 0.687, 1.409], [-1.745, -2.148, 3.629], [-2.550, -3.178, 1.219], [0.008, -0.165, 2.936], [3.333, -0.371, -0.481], [3.710, -2.254, -2.444], [1.166, -3.038, -3.080], [0.258, 2.997, -0.628], [-1.491, 3.541, -2.651], [-2.542, 1.086, -3.281], [-0.214, 2.475, 1.611], [1.694, 3.167, 3.423], [3.750, 1.420, 2.892], [-3.832, 0.117, 0.132], [-4.360, -0.857, -0.805], [-3.380, -1.663, -1.615]], "forces_ev_per_a": [[-0.015, -0.075, -0.021], [0.020, -0.002, -0.006], [0.003, -0.021, 0.002], [-0.036, 0.037, -0.018], [0.035, 0.025, -0.012], [-0.004, -0.001, 0.019], [0.011, 0.026, 0.007], [0.004, 0.004, -0.009], [0.008, -0.030, -0.016], [0.005, 0.001, 0.017], [-0.023, -0.004, 0.007], [-0.005, 0.047, 0.014], [-0.032, -0.018, -0.012], [-0.003, 0.002, 0.001], [0.007, 0.020, 0.008], [-0.011, -0.029, -0.016], [0.055, 0.042, 0.034], [-0.042, -0.044, 0.004], [0.017, 0.031, 0.014], [0.014, 0.002, -0.040], [-0.029, -0.005, 0.029], [0.013, -0.014, -0.019], [0.000, 0.000, 0.000], [-0.005, 0.006, -0.005], [0.002, 0.007, -0.010], [-0.003, 0.015, 0.016], [0.001, 0.000, 0.000], [0.000, 0.007, -0.007], [0.010, 0.001, -0.005], [-0.001, -0.001, -0.001], [-0.001, 0.000, 0.000], [-0.016, -0.024, 0.019], [0.004, 0.001, -0.001], [0.004, 0.003, -0.006], [-0.002, -0.021, 0.007], [0.004, 0.024, -0.025], [0.009, -0.013, 0.032]]}

=====

[7]
{"formula": "C12H26N9O4Tl", "method": "ωB97M-V/def2-TZVPD", "orbital_gap_ev": 6.56, "largest_force_ev_per_a": 0.48, "multiplicity": 1, "e_above_lowest_kcal_mol": 23.4, "species": ["Tl", "N", "C", "C", "C", "C", "N", "C", "N", "N", "C", "O", "O", "H", "H", "H", "H", "H", "H", "H", "H", "H", "H", "H", "H", "H", "H", "O", "N", "O", "C", "N", "C", "N", "C", "N", "C", "N", "C", "C", "H", "H", "H", "H", "H", "H", "H", "H", "H", "H", "H", "H"], "coordinates": [[-0.721, 2.154, -0.695], [-1.155, -0.761, 1.069], [-0.353, -0.235, 2.187], [-0.212, -1.205, 3.361], [-1.538, -1.757, 3.891], [-2.414, -0.720, 4.600], [-2.673, 0.488, 3.792], [-3.283, 0.493, 2.619], [-3.098, 1.499, 1.772], [-4.096, -0.516, 2.287], [1.016, 0.199, 1.581], [1.964, -0.578, 1.742], [0.998, 1.318, 0.986], [-1.929, -1.335, 1.377], [-0.568, -1.360, 0.495], [-0.786, 0.710, 2.527], [0.321, -0.694, 4.171], [0.429, -2.023, 3.034], [-1.346, -2.555, 4.611], [-2.105, -2.216, 3.077], [-1.914, -0.365, 5.497], [-3.363, -1.159, 4.915], [-2.002, 1.229, 3.919], [-2.259, 2.054, 1.853], [-3.432, 1.410, 0.825], [-4.428, -1.133, 3.008], [-4.663, -0.436, 1.459], [0.176, 4.652, -0.676], [0.591, 4.712, -1.840], [0.598, 3.613, -2.440], [1.066, -1.020, -1.728], [0.948, 0.416, -2.033], [2.306, 1.011, -1.896], [3.262, 0.367, -2.798], [3.315, -1.060, -2.483], [1.998, -1.703, -2.626], [1.546, -1.504, -4.006], [1.455, -0.086, -4.366], [0.524, 0.561, -3.441], [2.781, 0.524, -4.173], [0.080, -1.486, -1.842], [1.416, -1.136, -0.700], [2.625, 0.889, -0.861], [2.242, 2.072, -2.130], [3.659, -1.187, -1.456], [4.015, -1.551, -3.163], [0.561, -1.960, -4.128], [2.248, -1.998, -4.680], [-0.464, 0.105, -3.558], [0.462, 1.625, -3.673], [2.712, 1.587, -4.406], [3.488, 0.051, -4.856]], "forces_ev_per_a": [[0.339, 0.048, -0.112], [0.118, 0.026, -0.042], [0.154, 0.001, -0.303], [-0.109, 0.132, 0.041], [0.053, 0.169, 0.006], [0.033, -0.117, -0.183], [0.009, -0.061, 0.478], [-0.060, 0.184, -0.184], [-0.327, 0.026, 0.181], [-0.303, -0.093, 0.038], [0.147, 0.023, 0.283], [-0.131, 0.136, -0.272], [-0.107, -0.169, -0.011], [0.087, -0.062, 0.006], [-0.011, 0.062, 0.012], [0.164, -0.154, -0.198], [0.050, -0.064, -0.015], [0.034, -0.003, 0.011], [-0.024, -0.007, 0.005], [0.006, -0.106, 0.064], [-0.040, 0.034, 0.057], [-0.028, 0.078, 0.045], [-0.084, 0.045, 0.065], [0.054, 0.054, -0.065], [0.091, 0.031, -0.052], [-0.002, -0.017, -0.029], [0.039, -0.042, -0.010], [-0.060, 0.021, 0.283], [-0.045, -0.067, 0.026], [-0.064, -0.264, -0.105], [-0.095, -0.010, -0.103], [0.067, 0.191, -0.089], [0.059, -0.139, -0.024], [-0.040, -0.012, -0.025], [-0.109, 0.065, -0.018], [0.016, 0.027, 0.019], [0.027, 0.118, 0.078], [0.025, -0.010, 0.030], [0.145, -0.025, -0.010], [-0.092, -0.068, 0.102], [0.001, 0.038, 0.033], [0.022, 0.032, 0.015], [-0.021, -0.006, 0.001], [-0.010, 0.013, -0.014], [0.002, 0.002, 0.005], [0.025, -0.007, 0.013], [-0.017, -0.025, -0.002], [0.001, -0.001, -0.012], [-0.006, 0.000, 0.010], [-0.002, -0.030, -0.007], [0.014, 0.011, -0.006], [0.004, -0.007, -0.014]]}

=====

[8]
{"formula": "CH5O4", "method": "ωB97M-V/def2-TZVPD", "orbital_gap_ev": 9.08, "largest_force_ev_per_a": 4.12, "multiplicity": 1, "e_above_lowest_kcal_mol": 16.5, "total_charge": -1, "species": ["O", "C", "O", "H", "H", "H", "O", "H", "H", "O"], "coordinates": [[-0.914, -1.442, 0.058], [0.152, -1.440, -0.617], [1.072, -0.523, -0.766], [0.192, -2.007, -1.520], [-0.647, 1.402, 0.158], [-0.830, 1.535, -1.367], [-0.778, 2.051, -0.575], [1.102, 0.272, 0.982], [-0.017, -0.247, 1.823], [0.667, 0.400, 1.824]], "forces_ev_per_a": [[1.762, -0.249, 0.267], [-0.402, 3.890, -1.304], [-1.231, -1.556, 1.754], [-0.063, -2.144, -0.717], [0.103, 0.471, -0.883], [0.152, -0.703, -0.437], [-0.172, 0.267, 1.389], [0.209, -0.363, -1.083], [-0.879, -0.948, -0.314], [0.522, 1.334, 1.328]]}